ORCA calculation (ωB97M-V/def2-TZVPD) on 3 unconnected molecules or ions with the total composition C34H74IN3O5P.

Structure (ORCA input):
```
! wB97M-V def2-TZVPD RIJCOSX def2/J DEFGRID3
* xyz -1 3
C 1.0511 6.6045 0.9752
C 1.9907 5.5748 0.3748
O 2.1067 4.4757 1.2507
C 3.1814 3.6257 0.9326
C 2.9717 2.6608 -0.2216
O 1.8893 1.7828 -0.0545
C 2.2821 0.3983 -0.1508
P 1.0045 -0.9690 -0.6666
C 0.7270 -0.1421 -2.3742
C 0.9519 -0.9430 -3.6516
N 2.3490 -1.3824 -3.8090
O -0.4190 -0.1446 -0.0737
C -0.6774 -0.1060 1.2994
C -2.1763 0.0647 1.5530
C -2.4597 -0.0867 3.0461
C -2.7762 1.3658 1.0057
C -3.0633 1.2934 -0.4963
C -1.9449 2.6076 1.3470
C -0.0270 -2.6004 -1.1359
I -2.0217 -2.2435 -1.9895
C -0.1847 -3.5927 0.0249
C 0.6625 -4.8546 -0.1919
H 1.3159 6.7477 2.0212
H 1.1495 7.5516 0.4507
H 0.0215 6.2634 0.9267
H 2.9813 6.0230 0.2357
H 1.6156 5.2381 -0.5947
H 4.0555 4.2432 0.6773
H 3.4320 3.0625 1.8318
H 3.9049 2.0954 -0.2995
H 2.8663 3.2193 -1.1607
H 3.0969 0.3083 -0.8760
H 2.6904 0.0975 0.8281
H 1.2059 -1.5804 0.6431
H 2.1724 -1.6854 -1.1556
H 1.4304 0.6976 -2.4232
H -0.2615 0.3127 -2.4180
H 0.6570 -0.2975 -4.4933
H 0.3065 -1.8149 -3.7150
H 2.9351 -0.5742 -3.9670
H 2.4308 -1.9767 -4.6211
H -0.3803 -1.0376 1.7903
H -0.1075 0.7110 1.7612
H -2.6451 -0.7722 1.0260
H -2.0233 0.7398 3.6094
H -3.5279 -0.1331 3.2499
H -2.0064 -1.0059 3.4207
H -3.7527 1.4857 1.4905
H -3.6398 2.1672 -0.8093
H -3.6659 0.4115 -0.7199
H -2.1412 1.2301 -1.0669
H -2.6078 3.4575 1.5204
H -1.2585 2.8551 0.5414
H -1.3703 2.4765 2.2616
H 0.4561 -3.1312 -1.9550
H -1.2230 -3.8945 0.1412
H 0.1204 -3.1245 0.9592
H 1.6383 -4.5833 -0.5947
H 0.7986 -5.4196 0.7282
H 0.1868 -5.4963 -0.9357
C 9.1365 0.2671 2.8187
C 8.9549 0.6274 1.3300
C 8.0240 1.8340 1.1757
C 6.5520 1.5112 1.4294
C 6.0954 0.3224 0.5853
C 6.9690 -0.9154 0.7695
N 8.4006 -0.5259 0.5499
O 8.7308 -0.4973 -0.6890
C 6.7526 -1.5286 2.1603
C 6.5944 -1.9774 -0.2541
C 10.3273 0.9587 0.7592
H 9.3524 -0.7940 2.9406
H 9.9777 0.8246 3.2298
H 8.2672 0.5120 3.4256
H 8.1300 2.2297 0.1608
H 8.3670 2.6156 1.8589
H 6.3788 1.3163 2.4915
H 5.9447 2.3835 1.1814
H 5.0623 0.0620 0.8229
H 6.1091 0.6105 -0.4706
H 7.4592 -2.3413 2.3359
H 5.7448 -1.9399 2.2042
H 6.8394 -0.8175 2.9766
H 6.6365 -1.5950 -1.2703
H 5.5748 -2.3075 -0.0575
H 7.2619 -2.8376 -0.1823
H 10.9866 0.0905 0.8008
H 10.7662 1.7581 1.3573
H 10.2678 1.2917 -0.2736
C -10.4058 -1.9157 -0.8553
C -9.2962 -1.1241 -0.1327
C -9.1175 0.2585 -0.7666
C -8.4122 0.2288 -2.1223
C -7.0933 -0.5381 -2.0382
C -7.2542 -1.9482 -1.4694
N -7.9880 -1.8542 -0.1658
O -7.2251 -1.5550 0.8201
C -7.9870 -2.8599 -2.4642
C -5.8858 -2.5598 -1.2157
C -9.7066 -0.9716 1.3259
H -10.2322 -2.9888 -0.7799
H -11.3684 -1.7035 -0.3906
H -10.4985 -1.6564 -1.9083
H -8.5384 0.8846 -0.0813
H -10.1049 0.7185 -0.8604
H -9.0637 -0.2086 -2.8846
H -8.2146 1.2528 -2.4447
H -6.6262 -0.6141 -3.0221
H -6.3971 0.0161 -1.4017
H -8.2011 -3.8279 -2.0094
H -7.3379 -3.0278 -3.3232
H -8.9175 -2.4474 -2.8444
H -5.2594 -1.9238 -0.5956
H -5.3765 -2.6972 -2.1693
H -5.9663 -3.5328 -0.7296
H -9.7757 -1.9445 1.8143
H -10.6864 -0.4934 1.3615
H -9.0021 -0.3608 1.8837
*
```

Values from the calculation:
<S²> ... 2.008
Kohn-Sham gap (alpha / beta) ... 6.482 / 6.469 eV

Results of the Mulliken charge analysis, in e, for atoms 1 through 5:
1 C -1.281
2 C -0.091
3 O -0.393
4 C -0.753
5 C 0.032


ORCA calculation (ωB97M-V/def2-TZVPD) on C17H19NO2S in the gas phase.

Structure (ORCA input):
```
! wB97M-V def2-TZVPD RIJCOSX def2/J DEFGRID3
* xyz 0 1
O 1.5018 3.8188 3.4792
O -2.4706 2.3344 1.3198
C 1.1445 2.8653 2.8364
C -2.2077 -0.8393 -2.7078
C -3.5521 -1.3036 -0.7951
C 1.7289 -1.7389 0.4375
C 2.9658 0.2937 -0.1165
C -1.4231 0.0231 -1.9762
C -2.7076 -0.5039 -0.0139
C 0.5567 -0.9788 0.4636
C 1.7899 1.1499 -0.2574
C -3.1271 -1.6529 -2.0942
C 2.9448 -1.1357 0.0762
C -1.7295 0.2891 -0.6615
C 0.5787 0.4529 0.1218
N 2.0488 1.8710 2.8803
S -1.2089 1.6862 1.7844
C -3.8012 -2.8203 -2.7861
C 4.2714 -1.7961 0.4167
C -0.0348 3.0614 1.8722
C -0.6871 1.1515 0.0840
H -1.9653 -0.8190 -3.7827
H -4.3859 -1.7618 -0.2455
H 1.6915 -2.8278 0.6245
H 3.9561 0.7933 -0.2227
H -0.6124 0.4757 -2.4710
H -2.9746 -0.3977 1.0762
H -0.2883 -1.5215 0.7593
H 1.8798 2.2426 -0.4029
H 1.9484 1.5065 1.9042
H 2.9136 2.0436 3.3802
H -3.4215 -2.8424 -3.8912
H -4.9057 -2.6639 -2.8506
H -3.5260 -3.8375 -2.3698
H 4.0827 -2.6925 1.1317
H 5.0414 -1.0714 0.9489
H 4.7500 -2.2150 -0.5393
H -0.6210 3.9333 2.1131
H 0.3439 3.3789 0.9421
H -0.4879 2.0490 -0.4679
*
```

Values from the calculation:
Kohn-Sham gap ... 8.962 eV
Energy relative to the best compared isomer or geometry (same formula, charge and spin) ... 381.51 kJ/mol

Results of the natural (NBO) charge analysis, in e, for atoms 1 through 5:
1 O -0.615
2 O -0.979
3 C 0.648
4 C -0.210
5 C -0.201


no.,total energy (eV),maximum force (hartree/bohr)
1,-68551.226,0.016
2,-34354.419,0.095